Computed, not measured: C24H23NO2 in the gas phase, with ωB97M-V/def2-TZVPD.

Geometry as XYZ:
```
50
C24H23NO2, DFT ωB97M-V/def2-TZVPD
O -1.335 -1.504 -3.538
C -0.956 -0.412 -3.162
N 0.187 0.163 -3.611
C 1.115 -0.539 -4.469
C 2.409 -0.849 -3.761
C 2.387 -1.368 -2.472
C 3.567 -1.650 -1.809
C 4.784 -1.421 -2.430
C 4.814 -0.910 -3.715
C 3.632 -0.621 -4.376
C -1.707 0.394 -2.153
C -1.707 1.785 -2.134
C -2.415 2.458 -1.155
C -3.117 1.757 -0.190
C -3.134 0.369 -0.206
C -3.906 -0.390 0.847
O -3.879 0.222 2.117
C -2.691 0.277 2.793
C -2.748 0.880 4.049
C -1.616 0.995 4.835
C -0.414 0.508 4.358
C -0.357 -0.092 3.106
C -1.481 -0.218 2.314
C 1.039 -0.554 2.807
C 1.889 0.202 3.841
C 0.937 0.499 5.011
C -2.435 -0.304 -1.196
H 0.518 1.010 -3.177
H 1.307 0.056 -5.369
H 0.611 -1.467 -4.762
H 1.437 -1.557 -1.992
H 3.538 -2.053 -0.807
H 5.706 -1.643 -1.913
H 5.760 -0.731 -4.205
H 3.659 -0.219 -5.379
H -1.181 2.345 -2.893
H -2.421 3.538 -1.143
H -3.657 2.283 0.584
H -3.551 -1.427 0.907
H -4.968 -0.407 0.577
H -3.700 1.254 4.390
H -1.676 1.465 5.806
H -1.402 -0.682 1.344
H 1.109 -1.635 2.961
H 1.342 -0.343 1.781
H 2.232 1.143 3.406
H 2.765 -0.365 4.153
H 0.980 -0.297 5.760
H 1.171 1.440 5.509
H -2.438 -1.384 -1.240
```

Calculated values
**Kohn-Sham gap**: 8.85 eV
**Total energy**: -30847.2936 eV
**SMILES**: O=C(NCc1ccccc1)c1cccc(COc2ccc3c(c2)CCC3)c1

Calculated atomic charges, method natural (NBO), unit e: O -0.621; C 0.643; N -0.605; C -0.269; C 0.053; C -0.244; C -0.191; C -0.220; C -0.203; C -0.243; C -0.061; C -0.217; C -0.204; C -0.187; C -0.045; C -0.086; O -0.494; C 0.304; C -0.252; C -0.214; C 0.026; C -0.001; C -0.305; C -0.429; C -0.385; C -0.438; C -0.207; H 0.398; H 0.198; H 0.251; H 0.217; H 0.212; H 0.214; H 0.213; H 0.209; H 0.210; H 0.216; H 0.225; H 0.184; H 0.211; H 0.220; H 0.211; H 0.221; H 0.209; H 0.215; H 0.201; H 0.208; H 0.205; H 0.213; H 0.234